This record from the OMol25 dataset describes one molecule with the formula C11H13ClNO4P in a non-equilibrium geometry. The level of theory is the ωB97M-V functional and the def2-TZVPD basis.

Summary:
**Structure (SMILES)**: CC(C)=NC1=C(CCO)C(=O)C=C(P(O)Cl)C1=O
**Net charge**: 0
**Maximum force**: 2.194 eV/A
**E**: -43107.5730 eV
**LUMO**: -0.02915 Ha
**Frontier orbital gap**: 7.2 eV
**HOMO level**: -8.0 eV

Last column: natural (NBO) charge in e.
Element x y z (Å)
C -0.92394 -2.59559 2.58085  -0.691
C -1.01744 -1.47342 1.59475  0.506
C -1.93909 -0.32099 1.87778  -0.726
N -0.34116 -1.55150 0.50137  -0.509
C 0.56393 -0.62433 0.08825  0.111
C 0.98878 -0.49387 -1.19025  -0.124
C 0.45415 -1.33297 -2.30573  -0.460
C -0.72871 -0.61415 -3.03035  -0.054
O -1.02658 0.66416 -2.43917  -0.739
C 2.01856 0.51401 -1.48300  0.513
O 2.92421 0.35055 -2.27029  -0.522
C 1.88419 1.78476 -0.69313  -0.209
C 1.45483 1.68216 0.56387  -0.434
P 1.24456 3.22411 1.54983  1.140
O 0.13610 3.98338 0.60210  -0.977
Cl 0.03755 2.65815 3.11239  -0.297
C 1.18577 0.30761 1.08523  0.525
O 1.48884 -0.01589 2.20361  -0.501
H 0.11264 -2.71128 2.88630  0.259
H -1.59705 -2.44280 3.42098  0.216
H -1.23602 -3.51819 2.08365  0.249
H -2.75036 -0.62663 2.53522  0.227
H -1.37635 0.50676 2.31500  0.261
H -2.38106 -0.01418 0.93123  0.245
H 0.06110 -2.25681 -1.88487  0.230
H 1.25041 -1.49576 -3.02901  0.234
H -0.47622 -0.42722 -4.07263  0.169
H -1.63403 -1.21137 -2.93850  0.172
H -0.96141 1.34020 -3.11765  0.472
H 2.13948 2.72929 -1.16328  0.216
H 0.44434 3.98180 -0.31455  0.495


This record from the OMol25 dataset describes an isolated ion of composition C4H8NO3 and charge -1 in a non-equilibrium geometry. The level of theory is the ωB97M-V functional and the def2-TZVPD basis.

Summary:
**Structure (SMILES)**: O=CN[C@@H](C[O-])CO
**Net charge**: -1
**Maximum force**: 4.336 eV/A
**E**: -11909.9681 eV
**LUMO**: 0.14104 Ha
**Frontier orbital gap**: 7.3 eV
**Relative energy (zero: lowest compared OMol25 entry of this formula, charge and spin)**: 320.90 kJ/mol
**HOMO level**: -3.5 eV

Last column: natural (NBO) charge in e.
Element x y z (Å)
O 2.14586 -0.25656 2.02111  -0.652
C 2.03789 0.40359 1.05303  0.530
N 0.96335 0.65824 0.33171  -0.601
C -0.34330 0.02557 0.43937  -0.125
C -1.40798 0.98447 -0.24952  -0.077
O -1.24688 0.98953 -1.67658  -0.982
C -0.31931 -1.23186 -0.45295  -0.053
O -1.47631 -1.48973 -1.12059  -0.779
H 2.89400 0.86060 0.62675  0.068
H 1.05316 1.28424 -0.48873  0.412
H -0.57116 -0.22392 1.54212  0.196
H -1.33589 1.94751 0.17166  0.134
H -2.46017 0.56174 -0.06578  0.126
H 0.53367 -1.31766 -1.23481  0.139
H -0.29252 -2.13386 0.11602  0.161
H -1.74969 -0.62292 -1.52018  0.505


This record from the OMol25 dataset describes C30H46BrN3P2Pd as an isolated structure in a non-equilibrium geometry. The level of theory is the ωB97M-V functional and the def2-TZVPD basis.

Summary:
**Multiplicity**: 5
**Net charge**: +4
**Maximum force**: 4.311 eV/A
**E**: -128381.1255 eV
**LUMO (spin up / spin down)**: -0.48646 / -0.56619 Ha
**Frontier orbital gap (spin up / spin down)**: 5.3 / 3.3 eV
**Relative energy (zero: lowest compared OMol25 entry of this formula, charge and spin)**: 44.81 kJ/mol
**<S²>**: 6.10
**HOMO level (spin up / spin down)**: -18.6 / -18.7 eV

Last column: Löwdin spin population.
Element x y z (Å)
N -0.32503 6.57787 0.42043  0.772
C 0.17840 5.93632 1.47498  0.071
C 1.27577 5.08587 1.36239  0.105
C 1.83098 4.84624 0.08350  0.001
C 1.32488 5.57458 -1.03393  0.117
C 0.22644 6.43336 -0.78222  0.073
C 2.82264 3.81091 -0.04051  0.249
Pd 0.28795 -0.56383 -0.26999  1.020
P -0.19693 -2.94064 -0.01663  0.293
C 3.28279 3.32889 -1.21662  0.023
C 3.27830 1.90575 -1.37625  0.106
C 2.75290 1.27506 -2.51475  0.064
C 2.41426 -0.07544 -2.43238  0.009
C 2.57295 -0.77706 -1.20671  0.162
C 3.38607 -0.19917 -0.16830  -0.009
C 3.64347 1.15121 -0.22559  0.081
Br 2.84979 -2.72711 -1.40171  0.113
H 3.10409 3.38197 0.93311  0.008
H 3.53528 4.00393 -2.06332  0.001
H 1.65437 4.55412 2.22621  0.007
H 1.72786 5.46588 -2.03229  0.007
H -0.29444 6.08872 2.44938  0.015
H -0.18992 7.03795 -1.60828  0.017
H 2.45977 1.89189 -3.37263  0.002
H 4.09361 1.67756 0.64063  0.001
H 2.03740 -0.61309 -3.28576  0.000
H 3.78210 -0.83150 0.64204  -0.002
P -1.70646 0.40541 -1.14934  0.175
C 1.16118 -3.14506 1.21574  0.050
C 1.89784 -4.45261 1.40583  0.021
H 0.71668 -2.79324 2.16304  0.000
H 1.89481 -2.36953 0.94274  0.009
H 2.58160 -4.29451 2.24963  0.003
H 1.25145 -5.29252 1.66145  0.000
H 2.51042 -4.72678 0.54567  0.000
C -0.18775 -3.64609 -1.72137  0.052
C -0.24224 -5.15945 -1.82249  0.024
H 0.75715 -3.28548 -2.17087  0.002
H -1.00170 -3.16753 -2.29926  0.003
H 0.18232 -5.43847 -2.79414  0.005
H 0.34884 -5.66730 -1.05171  0.000
H -1.27166 -5.54586 -1.79267  0.000
C -1.66436 -3.65984 0.81785  0.031
C -1.59482 -5.09193 1.32695  0.016
H -2.50246 -3.53540 0.10942  0.000
H -1.86796 -2.98625 1.66427  0.003
H -2.59921 -5.36179 1.68137  0.003
H -1.31490 -5.82731 0.56263  0.000
H -0.91448 -5.19957 2.17601  0.000
C -3.50947 0.40174 -0.62785  0.028
C -3.94446 -0.85305 0.10072  0.002
H -4.06662 0.50525 -1.56887  0.005
H -3.73962 1.30777 -0.04796  0.000
H -4.99405 -0.74556 0.39238  0.000
H -3.86483 -1.74142 -0.53075  0.000
H -3.35725 -1.01099 1.01296  0.000
C -2.07706 -0.11866 -2.89597  0.029
C -0.93072 0.09062 -3.86536  0.004
H -2.94325 0.50403 -3.18875  0.005
H -2.42559 -1.16447 -2.87162  0.000
H -1.07438 -0.55791 -4.73730  0.000
H -0.89489 1.12210 -4.23804  0.000
H 0.04181 -0.14529 -3.41997  0.004
C -1.43087 2.20418 -1.47654  0.040
C -2.00281 3.24814 -0.52009  0.002
H -1.85731 2.34995 -2.47507  0.006
H -0.33553 2.30633 -1.55755  0.004
H -1.90337 4.22910 -0.99776  0.000
H -3.07127 3.11605 -0.30721  0.000
H -1.44898 3.29680 0.42561  0.000
N -2.04957 0.24388 2.38161  0.003
C -0.78934 0.01565 2.87592  0.011
C -0.66726 -0.23351 4.26728  0.005
C 0.60918 -0.25213 4.81076  -0.001
C 1.69161 -0.06181 3.95362  0.006
C 1.46870 0.09620 2.57481  0.011
N 0.24724 0.00885 2.03131  0.125
H -2.09457 0.86321 1.57565  0.001
H -2.76547 0.40721 3.07549  0.000
H -1.56853 -0.32969 4.86396  0.001
H 0.76857 -0.39247 5.87944  0.000
H 2.72160 -0.04298 4.30591  0.001
H 2.30828 0.27373 1.89369  0.002


This record from the OMol25 dataset describes one molecule with the formula C5H11N in a non-equilibrium geometry. The level of theory is the ωB97M-V functional and the def2-TZVPD basis.

Summary:
**Structure (SMILES)**: CC/C(C)=C/N
**Net charge**: 0
**Maximum force**: 1.288 eV/A
**E**: -6852.8227 eV
**LUMO**: 0.04001 Ha
**Frontier orbital gap**: 8.7 eV
**Relative energy (zero: lowest compared OMol25 entry of this formula, charge and spin)**: 68.10 kJ/mol
**HOMO level**: -7.6 eV

Last column: natural (NBO) charge in e.
Element x y z (Å)
C -1.20139 1.77867 -0.78950  -0.612
C -0.38929 1.26804 0.37387  -0.414
C 0.25899 -0.09464 0.23682  -0.075
C 1.26036 -0.45991 1.28054  -0.651
C -0.13087 -0.99970 -0.66404  -0.020
N 0.43073 -2.27996 -0.77858  -0.828
H -1.52714 1.04368 -1.52613  0.205
H -2.09885 2.30644 -0.50393  0.210
H -0.64620 2.47171 -1.41326  0.208
H 0.40826 1.93199 0.70544  0.202
H -1.03535 1.23059 1.25235  0.201
H 1.73140 0.39756 1.75612  0.217
H 2.03748 -1.11415 0.86541  0.215
H 0.88828 -1.08320 2.11085  0.208
H -0.65201 -0.73700 -1.56617  0.186
H 0.68611 -2.74758 0.07556  0.371
H -0.02051 -2.91252 -1.41536  0.376


Q: Which formula does entry 3 have?
A: C30H46BrN3P2Pd


Q: The highest net charge belongs to which entry?
A: C30H46BrN3P2Pd